No. 1
Computed, not measured: the molecule C4H11N3O3P2, with ωB97M-V/def2-TZVPD.

Each line ends with the Löwdin charge.
Positions of all 23 atoms, in Å:
N (0.3559, 3.1312, 0.6837)  -0.285
P (0.2606, 1.6564, 1.1806)  0.730
C (-0.2896, 0.5055, -0.1267)  -0.633
N (-1.6790, 0.9296, -0.4044)  0.049
C (0.4640, 0.6135, -1.4588)  -0.164
N (-0.0665, -0.5137, -2.2419)  0.078
C (-0.7363, -1.3885, -1.3874)  -0.560
O (-1.4488, -2.2887, -1.7456)  0.088
C (-0.3327, -1.0325, 0.0440)  -0.287
P (1.2545, -2.0340, 0.2817)  0.877
O (2.2174, -1.1289, 1.2348)  -0.313
O (0.5313, -3.0610, 1.3528)  -0.276
H (-0.2503, 3.7845, 1.1593)  -0.037
H (1.4615, 1.1455, 1.7022)  -0.013
H (-0.6638, 1.3451, 2.1970)  0.012
H (-2.2879, 0.8353, 0.4008)  0.078
H (-1.6856, 1.9072, -0.6801)  0.075
H (1.5363, 0.4770, -1.3029)  0.113
H (0.3012, 1.5647, -1.9587)  0.121
H (-0.6384, -0.2685, -3.0369)  0.141
H (-1.0599, -1.3902, 0.7678)  0.119
H (1.8372, -0.8600, 2.0797)  0.038
H (1.0168, -3.8912, 1.4010)  0.051

Output
frontier orbital gap = 9.67 eV
E_HOMO = -0.3370 Ha
net charge = 0
structure (SMILES) = N=[PH2][C@@]1(N)CNC(=O)[C@H]1P(O)O

***

No. 2
Computed, not measured: the ion C4H11N4 with charge +1 at a distorted geometry, with ωB97M-V/def2-TZVPD.

Each line ends with the Löwdin charge.
Positions of all 19 atoms, in Å:
C (0.5185, -1.2379, -0.2350)  -0.127
C (0.7222, 1.2350, -0.4557)  -0.181
C (2.5903, -0.4015, 0.3152)  0.003
C (-2.7045, -0.1666, 0.4082)  0.043
N (-0.7559, -1.2315, -0.3450)  0.052
N (-0.6512, 1.3381, -0.1144)  0.097
N (1.2499, -0.1020, -0.3061)  -0.100
N (-1.4384, -0.0448, -0.5266)  -0.102
H (1.0164, -2.1421, -0.1194)  0.132
H (0.8507, 1.5227, -1.4872)  0.130
H (1.3518, 1.9030, 0.1633)  0.156
H (3.2608, -0.8440, -0.4004)  0.093
H (3.0870, 0.4762, 0.6957)  0.094
H (2.4148, -1.1598, 1.0387)  0.075
H (-2.3192, 0.1084, 1.4544)  0.119
H (-3.4940, 0.4227, 0.1605)  0.045
H (-3.0651, -1.2691, 0.4338)  0.135
H (-0.8498, 1.4052, 0.8626)  0.096
H (-1.7845, 0.1879, -1.5428)  0.237

Output
frontier orbital gap = 10.55 eV
E_HOMO = -0.5004 Ha
net charge = +1
structure (SMILES) = CN1C=N[N@@H+](C)NC1
energy relative to the best compared isomer or geometry (same formula, charge and spin) = 4.4072 eV

***

No. 3
Computed, not measured: the ion C4H11N4O with charge +1 at a distorted geometry, with ωB97M-V/def2-TZVPD.

Each line ends with the Löwdin charge.
Positions of all 20 atoms, in Å:
C (1.9143, 0.1559, 0.0551)  -0.491
C (-0.0487, -1.2011, 0.5766)  -0.203
C (1.2928, -1.0133, -0.1092)  -0.047
C (-2.2848, 0.9870, -0.1252)  -0.095
N (-1.1809, 0.3862, -0.5069)  0.021
N (3.0957, 0.4193, -0.5649)  0.107
N (-3.3316, 0.2404, 0.1632)  0.192
N (-1.0624, -0.9997, -0.4042)  -0.020
O (1.4424, 1.2980, 0.6158)  0.061
H (-0.2735, -2.1813, 1.0027)  0.132
H (-0.1103, -0.5506, 1.3726)  0.097
H (1.8269, -1.8663, -0.5235)  0.119
H (-2.2080, 2.0373, -0.0589)  0.155
H (-0.3869, 1.0156, -0.3195)  0.141
H (3.6527, -0.5076, -0.7729)  0.174
H (3.5798, 1.2417, -0.1537)  0.119
H (-3.2192, -0.7324, -0.0555)  0.115
H (-4.2716, 0.6776, 0.2023)  0.159
H (-0.5780, -1.2836, -1.2717)  0.148
H (2.1512, 1.8769, 0.8778)  0.113

Output
frontier orbital gap = 8.77 eV
E_HOMO = -0.4366 Ha
net charge = +1
structure (SMILES) = N/C(O)=C/CNNC=[NH2+]
energy relative to the best compared isomer or geometry (same formula, charge and spin) = 1.7406 eV

***

No. 4
Computed, not measured: a cluster of 3 separate species, C4H11N4O2 in total at a distorted geometry, with ωB97M-V/def2-TZVPD.

Each line ends with the Löwdin charge.
Positions of all 21 atoms, in Å:
C (0.5880, -1.2952, 0.8105)  -0.123
C (1.8476, 4.3025, 3.0937)  -0.392
C (-0.2179, 1.2270, -1.8963)  -0.335
C (0.7644, 1.0687, -0.7949)  -0.109
N (-0.3793, -2.0578, 1.3411)  0.188
N (-1.5739, 1.1059, -1.5128)  -0.013
N (1.3334, -1.7039, -0.2822)  0.171
N (0.1967, 1.6524, 0.3689)  0.029
O (2.4865, 5.2273, 3.3864)  0.235
O (1.2000, 3.4155, 2.7473)  0.186
H (0.2167, 2.3008, -1.9878)  0.157
H (0.0552, 0.4917, -2.7113)  0.125
H (-0.8964, -1.6384, 2.1424)  0.166
H (-0.3648, -2.9779, 0.9521)  0.124
H (-2.2233, 1.8569, -1.3740)  0.085
H (-2.0695, 0.5400, -2.2025)  0.089
H (1.8094, -0.9018, -0.6571)  0.058
H (1.3214, -2.6087, -0.8173)  0.165
H (0.6032, -0.3823, 1.2309)  0.072
H (-0.7777, 1.4822, 0.3337)  0.050
H (0.7861, 2.2481, 0.9566)  0.072

Output
frontier orbital gap = 8.40 eV
E_HOMO = -0.4410 Ha
net charge = +1
energy relative to the best compared isomer or geometry (same formula, charge and spin) = 3.7835 eV

***

No. 5
Computed, not measured: a cluster of 2 separate species, C4H11N5S in total at a distorted geometry, with ωB97M-V/def2-TZVPD.

Each line ends with the Löwdin charge.
Positions of all 21 atoms, in Å:
C (-2.2837, 0.0305, 0.0614)  -0.377
C (4.1983, -0.2499, -0.2298)  -0.163
C (0.0022, -0.0189, 0.4561)  -0.385
C (-4.6922, 0.0459, -0.3775)  -0.023
N (-2.0394, 1.3510, 0.0502)  -0.098
N (-1.1460, -0.7268, 0.1957)  0.034
N (4.1897, 0.8796, 0.3987)  0.186
N (-3.4683, -0.5425, -0.0850)  0.065
N (4.6633, -0.4397, -1.4411)  0.226
S (-0.2921, 1.6176, 0.4940)  1.057
H (3.8901, -0.9743, 0.4877)  0.159
H (-4.5133, 0.9766, -0.8614)  0.092
H (-5.3803, -0.2624, -1.0825)  0.096
H (-5.1591, 0.0726, 0.6038)  0.128
H (-2.8154, 1.9674, -0.1322)  0.125
H (-1.1694, -1.7053, 0.3095)  0.144
H (3.6358, 0.9946, 1.2942)  0.176
H (4.3872, 1.7793, 0.0060)  0.138
H (-3.3565, -1.4854, -0.3058)  0.151
H (4.8183, -1.2335, -1.9836)  0.125
H (5.0498, 0.2635, -2.0349)  0.143

Output
frontier orbital gap = 10.18 eV
E_HOMO = -0.6199 Ha
net charge = +2
energy relative to the best compared isomer or geometry (same formula, charge and spin) = 0.3000 eV

***

No. 6
Computed, not measured: a cluster of 2 separate species, C4H11NO in total at a distorted geometry, with ωB97M-V/def2-TZVPD.

Each line ends with the Löwdin charge.
Positions of all 17 atoms, in Å:
C (-1.9929, 0.3523, -1.8955)  -0.143
N (0.2465, -0.2339, 0.4288)  0.064
C (0.0444, 0.9686, -0.2721)  -0.466
C (-1.0433, 1.2216, -1.0660)  -0.178
C (0.9066, 2.1889, 0.0292)  -0.103
H (-3.1077, 0.7584, -1.7780)  0.098
H (-1.8382, -0.6834, -1.6189)  0.041
H (-1.9437, 0.5891, -2.8655)  -0.008
H (-0.0288, -1.0844, 0.0192)  0.005
H (1.0092, -0.1179, 1.1206)  0.064
H (-0.9980, 2.2002, -1.4437)  0.047
H (1.8927, 1.8033, 0.3114)  0.054
H (0.9345, 2.7799, -0.9648)  0.086
H (0.2967, 2.8492, 0.7872)  0.107
H (2.1731, -3.9725, 1.8153)  -0.077
H (0.6804, -4.0706, 2.3456)  -0.088
O (1.4644, -3.4753, 2.3120)  -0.504

Output
frontier orbital gap (spin up / spin down) = 2.42 / 7.95 eV
E_HOMO (spin up / spin down) = 0.0415 / -0.1656 Ha
spin multiplicity = 2
net charge = -1
energy relative to the best compared isomer or geometry (same formula, charge and spin) = 1.4699 eV
⟨S²⟩ = 0.75

***

No. 7
Computed, not measured: a cluster of 2 separate species, C4H11NO in total at a distorted geometry, with ωB97M-V/def2-TZVPD.

Each line ends with the Löwdin charge.
Positions of all 17 atoms, in Å:
C (2.5238, 1.7695, 0.9444)  -0.117
C (1.9000, 0.8635, 1.9801)  -0.366
N (1.0331, -0.1639, 1.3808)  -0.019
H (1.8290, 2.6092, 0.8134)  0.071
H (3.5140, 2.2370, 1.0256)  0.066
H (2.7301, 1.2595, -0.0087)  0.068
H (2.6391, 0.4954, 2.7098)  0.095
H (1.2476, 1.4031, 2.6831)  0.101
H (1.6232, -0.8186, 0.8697)  0.059
H (0.6583, -0.7149, 2.1457)  0.062
C (-0.7719, -0.7914, -1.4952)  0.007
C (-2.0200, -1.1136, -1.1600)  -0.283
O (-3.0727, -0.6494, -1.9246)  -0.034
H (0.1408, -1.2158, -1.1122)  0.033
H (-0.6803, -0.2913, -2.4509)  0.059
H (-2.2624, -1.5970, -0.2132)  0.106
H (-3.6809, -1.3995, -1.9204)  0.091

Output
frontier orbital gap = 9.89 eV
E_HOMO = -0.3276 Ha
net charge = 0
structure (SMILES) = C=CO.CCN
energy relative to the best compared isomer or geometry (same formula, charge and spin) = 2.3503 eV

***

No. 8
Computed, not measured: the molecule C4H11NO at a distorted geometry, with ωB97M-V/def2-TZVPD.

Each line ends with the Löwdin charge.
Positions of all 17 atoms, in Å:
C (0.2770, -0.4105, -1.8929)  -0.143
C (0.9678, 0.2158, -0.6145)  -0.302
C (0.3000, 0.0572, 0.7019)  -0.414
C (-1.1956, 0.5174, 0.7120)  -0.243
H (-0.5040, 0.2233, -2.4933)  0.078
H (-0.3092, -1.3865, -1.4498)  0.091
H (1.3547, -0.7691, -2.5720)  0.138
H (1.0288, 1.2680, -0.9132)  0.097
H (2.0794, -0.0538, -0.5550)  0.119
H (0.9450, 0.6447, 1.4669)  0.151
H (-0.2570, -1.4660, 1.9613)  0.060
H (1.1080, -1.9204, 0.9763)  0.079
H (-1.8460, 0.0462, 1.4690)  0.110
H (-1.6423, 0.1363, -0.2582)  0.118
H (-1.2295, 2.3370, 1.7548)  0.211
N (0.2116, -1.4195, 1.0579)  0.014
O (-1.2887, 1.9799, 0.6489)  -0.165

Output
frontier orbital gap = 9.98 eV
E_HOMO = -0.3410 Ha
net charge = 0
structure (SMILES) = CC[C@H](N)CO
energy relative to the best compared isomer or geometry (same formula, charge and spin) = 3.1728 eV

***

No. 9
Computed, not measured: a structure of composition C4H11NO at a distorted geometry, with ωB97M-V/def2-TZVPD.

Each line ends with the Löwdin charge.
Positions of all 17 atoms, in Å:
C (-0.4001, 1.0089, 0.6644)  -0.430
C (1.1190, -2.0186, -1.3566)  -0.253
C (-0.2742, 1.5110, -0.6391)  -0.065
C (-1.5716, 0.1746, 1.0701)  -0.032
N (0.5856, 1.1512, 1.5749)  0.146
O (0.6912, -0.8653, -0.7107)  -0.314
H (0.7158, 0.4035, 2.2391)  0.114
H (1.4483, 1.5688, 1.2597)  0.114
H (1.5905, -2.7027, -0.6301)  0.063
H (1.8827, -1.8232, -2.1248)  0.062
H (0.2954, -2.5833, -1.8262)  0.061
H (0.2865, 0.2598, -1.1034)  0.122
H (-1.2038, 1.7157, -1.1557)  0.074
H (-1.2568, -0.7555, 1.5436)  0.088
H (0.4454, 2.3100, -0.7842)  0.073
H (-2.1875, 0.7363, 1.7781)  0.090
H (-2.1665, -0.0913, 0.2009)  0.088

Output
frontier orbital gap = 9.03 eV
E_HOMO = -0.2992 Ha
net charge = 0
energy relative to the best compared isomer or geometry (same formula, charge and spin) = 2.7783 eV

***

No. 10
Computed, not measured: the molecule C4H11NO at a distorted geometry, with ωB97M-V/def2-TZVPD.

Each line ends with the Löwdin charge.
Positions of all 17 atoms, in Å:
C (0.4887, 0.0323, 1.6245)  -0.233
O (1.3838, 1.1619, 1.5173)  -0.105
C (0.7036, -0.9156, 0.4294)  -0.210
C (0.5326, -0.2336, -0.9114)  -0.208
C (-0.7920, 0.5840, -1.0771)  -0.286
N (-1.9440, -0.1162, -0.5590)  -0.007
H (0.7471, -0.4241, 2.5722)  0.109
H (-0.5180, 0.4306, 1.5304)  0.096
H (2.0882, 0.9915, 0.8615)  0.079
H (1.7134, -1.3346, 0.5148)  0.108
H (0.0994, -1.8167, 0.5401)  0.106
H (1.2907, 0.5472, -1.0402)  0.095
H (0.6755, -0.8795, -1.7783)  0.102
H (-0.9007, 0.7545, -2.1588)  0.102
H (-0.5837, 1.5380, -0.6007)  0.107
H (-2.2934, -0.8256, -1.1904)  0.074
H (-2.6912, 0.5059, -0.2743)  0.071

Output
frontier orbital gap = 10.13 eV
E_HOMO = -0.3353 Ha
net charge = 0
structure (SMILES) = NCCCCO
energy relative to the best compared isomer or geometry (same formula, charge and spin) = 1.1685 eV

***

No. 11
Computed, not measured: a cluster of 2 separate species, C4H11NO in total at a distorted geometry, with ωB97M-V/def2-TZVPD.

Each line ends with the Löwdin charge.
Positions of all 17 atoms, in Å:
C (0.4548, 1.8098, -1.8930)  -0.110
C (1.1611, 0.4797, -1.5036)  -0.346
N (1.5314, 0.3971, -0.0984)  -0.026
H (-0.4772, 1.9511, -1.3483)  0.061
H (0.3707, 1.8257, -2.9854)  0.065
H (1.1239, 2.6338, -1.6362)  0.060
H (2.0727, 0.4274, -2.0922)  0.094
H (0.5139, -0.3707, -1.7251)  0.100
H (0.6436, 0.3448, 0.3968)  0.041
H (2.0093, 1.2222, 0.2340)  0.058
C (-1.9673, -1.0077, 1.3795)  0.002
C (-1.2947, -2.0556, 1.8586)  -0.257
O (-0.5157, -1.8260, 2.9951)  -0.051
H (-2.5400, -1.4060, 0.5247)  0.059
H (-2.0868, -0.0365, 1.8294)  0.063
H (-1.3163, -2.9836, 1.3055)  0.100
H (0.3168, -1.4056, 2.7586)  0.087

Output
frontier orbital gap = 10.25 eV
E_HOMO = -0.3435 Ha
net charge = 0
structure (SMILES) = C=CO.CCN
energy relative to the best compared isomer or geometry (same formula, charge and spin) = 2.1979 eV

***

No. 12
Computed, not measured: a cluster of 2 separate species, C4H11NO in total at a distorted geometry, with ωB97M-V/def2-TZVPD.

Each line ends with the Löwdin charge.
Positions of all 17 atoms, in Å:
C (0.6171, 3.4015, -3.9489)  -0.112
C (1.1311, 2.3716, -2.8940)  -0.313
C (2.4751, 1.6584, -3.1073)  -0.122
H (-0.1033, 2.9042, -4.5939)  0.058
H (0.0571, 4.1595, -3.4110)  0.061
H (1.4320, 3.7306, -4.5919)  0.061
H (1.1558, 2.6975, -1.8532)  0.091
H (0.3013, 1.6584, -2.9685)  0.086
H (2.3195, 0.6267, -2.7893)  0.064
H (3.1838, 2.0558, -2.3815)  0.061
H (2.8562, 1.7654, -4.1187)  0.064
C (-1.5360, -2.3753, 3.8822)  -0.422
N (-0.7099, -3.4239, 3.5828)  0.106
O (-2.5430, -2.1168, 3.2597)  0.002
H (-1.2977, -1.7161, 4.7312)  0.124
H (-1.0742, -4.1515, 2.9872)  0.103
H (-0.0740, -3.6659, 4.3289)  0.088

Output
frontier orbital gap = 11.01 eV
E_HOMO = -0.3697 Ha
net charge = 0
structure (SMILES) = NC=O.CCC
energy relative to the best compared isomer or geometry (same formula, charge and spin) = 0.9489 eV

***

No. 13
Computed, not measured: a cluster of 2 separate species, C4H11NO in total at a distorted geometry, with ωB97M-V/def2-TZVPD.

Each line ends with the Löwdin charge.
Positions of all 17 atoms, in Å:
N (1.0113, 0.3485, -1.1636)  -0.085
C (0.7031, -1.0727, -0.7446)  -0.231
C (0.2802, -0.8806, 0.6701)  -0.259
C (1.3147, -0.0031, 1.2435)  -0.189
C (1.4249, 1.0641, 0.0487)  -0.232
H (1.6424, 0.3503, -1.9887)  0.108
H (1.5681, -1.6838, -0.9052)  0.101
H (-0.0912, -1.4109, -1.3647)  0.091
H (0.3236, -1.8870, 1.1516)  0.122
H (-0.7683, -0.4536, 0.6838)  0.132
H (2.2770, -0.4535, 1.4149)  0.089
H (0.8930, 0.4987, 2.2841)  0.159
H (2.3689, 1.6391, 0.0658)  0.099
H (0.6837, 1.8873, 0.1722)  0.097
H (-4.4647, 1.0258, -0.4244)  0.075
H (-3.2953, 0.1643, -0.7327)  0.032
O (-3.8192, 0.4047, 0.0603)  -0.110

Output
frontier orbital gap = 9.32 eV
E_HOMO = -0.3107 Ha
net charge = 0
structure (SMILES) = C1CCNC1.O
energy relative to the best compared isomer or geometry (same formula, charge and spin) = 1.7478 eV

***

no.,E_tot (hartree)
1,-1231.73189
2,-377.66479
3,-452.98078
4,-528.18887
5,-830.33651
6,-288.88803
7,-288.93064
8,-288.90042
9,-288.91491
10,-288.97407
11,-288.93624
12,-288.98214
13,-288.95279